C6H9NO | the ωB97M-V functional and the def2-TZVPD basis

```
17
Properties=species:S:1:pos:R:3:forces:R:3
C -1.880 0.542 0.485 -0.014 -1.705 1.112
C -0.311 -0.739 1.548 -1.065 1.781 -0.209
C 1.763 -1.054 -1.495 0.108 -0.085 -0.031
C 1.024 -0.426 -0.354 -0.426 -1.736 0.612
O -1.924 -0.039 -0.734 0.216 0.288 -0.246
N 0.426 -1.205 0.540 0.880 0.375 -1.827
C 0.944 0.958 -0.203 -0.960 1.616 0.980
C 0.432 1.968 0.274 1.356 -0.975 -0.629
H -1.343 0.419 -1.358 -0.051 0.030 0.206
H -2.551 0.052 1.180 -0.190 0.011 -0.220
H -1.975 1.619 0.530 0.424 -0.016 0.031
H -0.886 -1.499 2.074 -0.001 0.264 0.022
H 0.033 0.126 2.116 0.041 -0.100 0.133
H 1.351 -2.041 -1.707 0.048 0.058 0.064
H 1.701 -0.436 -2.393 -0.014 0.002 0.045
H 2.824 -1.164 -1.252 -0.053 -0.009 -0.036
H 0.371 2.916 0.748 -0.299 0.203 -0.005
```
Forces are in eV/Å.

## Properties
Kohn-Sham gap (alpha / beta), eV: 7.7 / 7.7
Spin multiplicity: 1
HOMO level (alpha / beta), eV: -7.70 / -7.70
LUMO (alpha / beta), eV: 0.03 / 0.03

C30H42N4O9 | the ωB97M-V functional and the def2-TZVPD basis

```
85
Properties=species:S:1:pos:R:3:forces:R:3
C 6.698 -0.220 -0.341 -0.443 -0.031 -0.123
C 5.799 -1.456 -0.468 0.320 0.214 0.213
C 4.863 -1.273 -1.646 0.423 0.137 -0.037
O 3.745 -2.156 -1.705 0.127 0.015 0.285
N 3.030 -2.192 -0.471 -0.526 0.001 0.010
C 2.007 -3.219 -0.585 0.284 0.112 0.161
O 2.258 -4.384 -0.665 -0.092 -0.027 -0.344
C 0.697 -2.537 -0.480 0.006 0.077 0.040
C -0.579 -3.051 -0.636 0.144 0.104 0.125
C -1.654 -2.185 -0.502 0.183 0.074 0.150
C -3.063 -2.662 -0.723 0.212 0.271 -0.386
C -3.706 -2.043 -2.003 -0.009 0.209 0.133
O -2.777 -1.367 -2.832 -0.090 -0.120 -0.190
C -1.411 -0.833 -0.172 -0.014 -0.291 -0.093
O -2.466 0.033 -0.052 0.044 -0.051 0.065
C -0.131 -0.306 -0.003 -0.199 0.086 0.022
C 0.076 1.143 0.331 0.110 0.127 0.206
C 0.885 1.881 -0.732 -0.026 0.005 -0.088
O 0.693 1.658 -1.904 0.150 -0.155 -0.104
C 1.882 2.894 -0.281 -0.084 0.182 0.211
C 3.118 2.984 -0.914 -0.212 0.104 -0.012
C 4.039 3.925 -0.487 0.011 -0.071 0.006
C 3.729 4.783 0.563 -0.044 0.020 0.015
C 2.491 4.716 1.191 0.093 -0.116 -0.161
C 1.576 3.758 0.768 0.112 -0.001 0.121
C 0.914 -1.199 -0.185 -0.214 -0.290 -0.066
C 2.369 -0.965 -0.121 0.169 0.183 0.059
O 2.943 0.033 0.241 -0.067 -0.162 -0.375
H 6.090 0.621 0.002 0.092 0.022 0.024
H 7.500 -0.384 0.375 0.077 0.029 -0.045
H 7.115 0.062 -1.311 0.186 -0.053 0.064
H 5.239 -1.560 0.461 -0.116 -0.098 -0.068
H 6.411 -2.352 -0.589 -0.124 -0.083 -0.051
H 5.407 -1.481 -2.570 -0.146 -0.062 -0.052
H 4.533 -0.231 -1.699 -0.131 -0.067 0.100
H -0.723 -4.095 -0.884 -0.084 0.021 -0.037
H -3.665 -2.406 0.157 -0.175 -0.278 -0.015
H -3.038 -3.740 -0.867 -0.052 -0.036 0.265
H -4.122 -2.856 -2.595 -0.005 0.032 -0.011
H -4.519 -1.364 -1.731 -0.046 -0.075 0.012
H -2.740 -0.441 -2.574 0.088 0.002 0.065
H -3.259 -0.461 0.188 -0.056 0.027 -0.071
H -0.894 1.636 0.401 -0.014 0.032 -0.008
H 0.563 1.252 1.301 0.042 -0.084 -0.027
H 3.333 2.307 -1.730 0.049 0.011 -0.009
H 5.007 3.981 -0.969 0.012 0.024 0.013
H 4.457 5.512 0.898 -0.001 -0.003 -0.032
H 2.249 5.399 1.996 0.003 -0.083 -0.089
H 0.618 3.699 1.273 -0.020 -0.054 -0.062
C 1.450 10.157 5.088 -0.143 -0.068 -0.118
N 1.256 8.994 4.245 0.015 0.050 0.045
C 2.109 7.963 4.024 0.011 -0.054 -0.036
C 3.444 7.997 4.730 0.002 -0.038 -0.025
O 1.799 7.047 3.278 -0.010 0.103 0.107
H 0.686 10.198 5.866 0.038 0.017 0.042
H 1.390 11.073 4.499 0.045 0.025 0.028
H 2.424 10.119 5.565 0.014 0.002 0.009
H 0.385 8.911 3.743 -0.002 0.000 -0.005
H 3.999 7.108 4.447 -0.028 -0.016 -0.021
H 4.016 8.880 4.441 0.005 0.018 0.051
H 3.312 8.003 5.813 0.029 0.046 0.007
C -3.439 -5.305 -6.827 -0.109 -0.075 0.130
N -3.410 -5.317 -5.379 0.023 0.016 -0.011
C -2.495 -4.744 -4.553 0.102 0.127 -0.049
C -1.352 -3.991 -5.188 0.014 -0.010 0.046
O -2.606 -4.836 -3.340 -0.105 -0.061 0.177
H -4.355 -4.835 -7.190 0.029 0.030 -0.039
H -3.396 -6.322 -7.221 0.038 0.015 -0.040
H -2.593 -4.750 -7.216 0.011 0.009 -0.006
H -4.146 -5.803 -4.892 -0.004 -0.008 0.000
H -0.726 -3.597 -4.394 -0.029 0.006 0.029
H -0.755 -4.649 -5.821 -0.010 0.027 -0.042
H -1.721 -3.160 -5.789 0.021 -0.008 -0.027
C -5.234 -5.403 2.999 -0.019 0.019 -0.203
N -5.680 -4.287 2.189 0.024 -0.021 0.050
C -6.062 -3.047 2.594 0.013 -0.021 -0.033
C -6.034 -2.758 4.077 -0.026 0.048 -0.021
O -6.408 -2.209 1.778 0.064 0.079 -0.019
H -4.222 -5.700 2.719 0.019 0.001 0.060
H -5.892 -6.263 2.862 -0.007 -0.008 0.064
H -5.236 -5.132 4.049 0.001 0.002 0.015
H -5.725 -4.410 1.189 0.006 -0.026 -0.005
H -6.365 -1.735 4.226 -0.006 0.009 -0.033
H -6.702 -3.430 4.617 0.043 -0.022 0.032
H -5.026 -2.868 4.477 -0.016 -0.042 0.035
```
Forces are in eV/Å.

## Properties
Kohn-Sham gap, eV: 8.9
Structure (SMILES): CCCON1C(=O)c2cc(CCO)c(O)c(CC(=O)c3ccccc3)c2C1=O.CNC(C)=O.CNC(C)=O.CNC(C)=O
Spin multiplicity: 1
HOMO level, eV: -8.75
LUMO, eV: 0.13

CH2N3O7P | the ωB97M-V functional and the def2-TZVPD basis

```
14
Properties=species:S:1:pos:R:3:forces:R:3
C 0.948 -0.515 0.104 -2.996 0.683 -0.226
N 1.114 0.969 -0.143 -1.683 -1.304 -1.056
N -0.013 -0.695 1.179 -1.269 -1.050 0.028
N -0.092 -0.895 -1.050 -0.726 1.096 -1.450
O -0.858 -1.722 1.002 0.859 0.367 1.578
O -0.839 -1.906 -0.794 0.558 0.002 0.022
O 4.025 -0.503 -1.360 -0.909 0.331 0.596
O 2.054 -1.280 0.138 0.453 1.692 -0.150
O 0.299 1.685 0.676 0.904 0.455 0.100
O 2.512 1.206 0.018 1.208 -0.810 0.779
O 4.319 -0.204 1.137 -0.332 -0.316 0.630
P 3.397 -0.203 -0.023 1.157 0.121 -1.263
H -0.482 0.220 1.379 0.712 -0.439 -0.823
H -0.754 -0.080 -1.347 2.062 -0.828 1.233
```
Forces are in eV/Å.

## Properties
Kohn-Sham gap, eV: 6.3
Charge: -2
Spin multiplicity: 1
HOMO level, eV: 0.35
LUMO, eV: 6.63

C32H23CaF20GeN3O2SSe3 | the ωB97M-V functional and the def2-TZVPD basis

```
86
Properties=species:S:1:pos:R:3:forces:R:3
Ca 1.335 -0.218 -0.127 -1.377 -0.634 1.589
N 1.587 1.241 1.633 -0.043 0.819 1.046
C 2.978 1.570 1.903 0.577 0.229 0.018
C 3.815 1.394 0.630 0.147 0.431 0.446
N 3.603 0.089 0.021 1.291 0.234 -0.472
C 4.319 -1.028 0.624 0.105 -0.390 0.423
C 3.444 -1.747 1.655 0.571 0.051 0.077
N 2.143 -2.064 1.078 -0.010 -0.860 0.354
H 1.141 0.836 2.450 0.036 0.115 -0.018
H 1.055 2.077 1.424 -0.107 -0.033 -0.058
H 3.103 2.600 2.258 0.047 -0.137 0.038
H 3.359 0.911 2.687 -0.042 0.117 -0.008
H 3.508 2.144 -0.102 0.034 0.033 0.026
H 4.874 1.569 0.871 -0.089 0.012 -0.065
H 3.862 0.161 -0.956 0.085 -0.040 -0.109
H 4.584 -1.743 -0.161 -0.009 0.123 0.026
H 5.253 -0.703 1.106 -0.071 -0.029 -0.094
H 3.974 -2.642 2.012 -0.067 0.190 0.018
H 3.265 -1.101 2.516 0.051 -0.119 -0.015
H 2.217 -2.909 0.519 -0.094 -0.067 0.027
H 1.491 -2.275 1.835 -0.103 -0.180 0.043
C -1.266 -3.426 1.136 -0.028 0.172 0.214
Se -0.565 -3.381 2.951 -0.130 0.080 0.217
C -1.556 -1.771 3.532 0.030 -0.416 -0.396
C -0.931 -1.104 4.732 0.380 0.054 0.009
Se 0.952 -0.594 4.453 -0.094 0.120 0.254
C 1.760 -1.643 5.884 -0.230 0.064 -0.174
H -0.845 -4.298 0.642 0.009 -0.021 -0.028
H -0.993 -2.503 0.622 -0.110 -0.182 -0.042
H -2.346 -3.516 1.198 -0.057 -0.020 -0.180
H -2.567 -2.098 3.786 0.042 0.111 -0.089
H -1.596 -1.104 2.664 -0.049 -0.085 0.249
H -0.912 -1.760 5.602 -0.105 0.033 0.027
H -1.481 -0.195 4.977 0.052 -0.100 0.049
H 1.335 -1.320 6.831 0.121 -0.048 0.018
H 2.830 -1.451 5.858 -0.012 0.014 0.055
H 1.568 -2.698 5.711 0.029 -0.051 0.022
F -4.752 3.288 -1.259 -0.323 0.135 -0.178
C -4.713 2.141 -1.949 0.099 -0.231 -0.092
C -3.609 1.321 -1.822 0.301 -0.120 0.292
C -3.591 0.176 -2.593 -0.020 0.060 0.110
F -2.509 -0.630 -2.498 -0.493 0.135 -0.315
C -4.605 -0.155 -3.480 0.027 0.098 0.076
F -4.523 -1.253 -4.235 -0.068 0.052 0.046
C -5.704 0.693 -3.589 0.259 0.051 0.150
F -6.686 0.417 -4.448 0.124 -0.005 0.149
C -5.763 1.844 -2.810 0.152 -0.009 0.055
F -6.808 2.668 -2.916 0.047 -0.081 -0.021
Ge -1.941 1.750 -0.777 -0.758 1.138 -0.572
S -1.310 0.214 0.530 -0.115 -0.241 0.296
C -0.760 2.450 -2.262 0.047 -0.434 0.559
C 0.601 2.466 -2.049 -0.353 0.711 -0.754
F 1.050 2.359 -0.782 0.396 -0.385 0.061
C 1.540 2.644 -3.049 -0.188 0.067 0.264
F 2.844 2.568 -2.737 -0.046 0.067 -0.220
C 1.104 2.856 -4.349 -0.227 -0.002 0.228
F 1.976 3.025 -5.345 -0.170 -0.010 0.200
C -0.267 2.910 -4.592 -0.063 -0.094 -0.024
F -0.712 3.169 -5.826 0.093 -0.042 0.055
C -1.172 2.683 -3.559 0.117 0.090 0.041
F -2.487 2.725 -3.834 0.321 0.129 -0.411
C -2.390 3.326 0.398 0.183 -0.321 -0.067
C -3.470 3.204 1.253 0.176 0.089 -0.034
F -4.212 2.092 1.154 -0.235 0.204 0.312
C -3.786 4.171 2.198 0.084 -0.037 -0.067
F -4.833 4.028 3.017 0.080 0.027 -0.099
C -2.974 5.299 2.307 0.133 -0.176 -0.155
F -3.250 6.239 3.215 0.031 -0.171 -0.146
C -1.857 5.431 1.487 -0.059 -0.099 -0.005
F -1.047 6.489 1.622 -0.136 -0.104 -0.028
C -1.588 4.438 0.552 -0.143 -0.145 -0.059
F -0.492 4.543 -0.223 0.025 0.423 0.230
F 3.738 -6.754 -1.938 -0.229 0.181 -0.020
C 2.863 -5.756 -2.071 -0.139 0.243 0.004
C 3.281 -4.436 -1.943 -0.003 0.024 0.083
F 4.553 -4.146 -1.628 -0.158 -0.181 -0.163
C 2.371 -3.395 -2.082 -0.260 -0.129 0.005
F 2.838 -2.138 -1.931 -0.058 -0.216 0.027
C 1.021 -3.625 -2.314 0.452 -0.309 -0.034
Se -0.354 -2.293 -2.471 -0.132 -0.387 0.349
C 0.625 -4.959 -2.426 0.199 0.484 0.093
F -0.676 -5.196 -2.629 0.032 -0.288 -0.008
C 1.512 -6.016 -2.315 0.236 0.011 0.069
F 1.089 -7.275 -2.417 0.044 0.106 -0.015
O 0.585 -0.907 -3.015 0.141 0.212 -1.297
O 0.950 0.011 -2.020 -0.202 -0.111 -2.470
```
Forces are in eV/Å.

## Properties
Kohn-Sham gap, eV: 8.2
Spin multiplicity: 1
HOMO level, eV: -8.31
LUMO, eV: -0.16

C2H5O2S | the ωB97M-V functional and the def2-TZVPD basis

```
10
Properties=species:S:1:pos:R:3:forces:R:3
C -1.007 -0.173 0.436 -1.727 0.568 2.175
C -0.297 -0.080 -0.852 1.779 0.289 -0.184
O 2.044 1.394 -0.029 -0.227 0.178 -0.009
O 2.107 -0.803 0.975 -0.453 -1.316 1.890
S 1.923 -0.065 -0.249 -0.826 1.168 -2.881
H -0.743 0.546 1.251 1.199 -0.389 -0.684
H -2.040 0.234 0.408 -0.342 -0.864 -0.497
H -1.020 -1.159 0.959 0.022 0.505 -0.687
H -0.373 0.943 -1.275 0.193 -0.569 0.127
H -0.593 -0.837 -1.624 0.381 0.430 0.750
```
Forces are in eV/Å.

## Properties
Kohn-Sham gap, eV: 6.7
Charge: -1
Spin multiplicity: 1
HOMO level, eV: -2.44
LUMO, eV: 4.23

| no. | E_tot (eV) | molar mass (g/mol) |
| --- | --- | --- |
| 1 | -9900.0038 | 111.14 |
| 2 | -56178.9635 | 602.69 |
| 3 | -29155.6701 | 199.01 |
| 4 | -378297.2104 | 1243.15 |
| 5 | -17085.0145 | 93.13 |